Entry from the Open Molecules 2025 dataset: 2 unconnected molecules or ions with the total composition C3H5O2 in a non-equilibrium geometry (ωB97M-V/def2-TZVPD).

Structure (XYZ):
```
10
C3H5O2 | the Open Molecules 2025 dataset | ωB97M-V/def2-TZVPD
O 0.81969 -0.48161 2.16321
O 1.69453 -0.59879 3.09224
C -0.32802 1.30166 -0.51952
C -0.18813 -0.13148 -0.28346
C -0.28302 -1.33574 -0.79263
H -0.15452 1.85006 0.43830
H 0.43701 1.63971 -1.22794
H -1.33542 1.54742 -0.86393
H -0.14407 -2.26229 -0.16097
H -0.51805 -1.52892 -1.84529
```

Output
2S+1: 4
<S²>: 3.771
electronic energy: -7280.011 eV
ΔE to the lowest compared entry with this formula, charge and spin: 0.00 kJ/mol
largest force on an atom: 5.53 eV/A
HOMO (alpha / beta): -7.88 / -9.61 eV
frontier orbital gap (alpha / beta): 9.003 / 8.548 eV


Entry from the Open Molecules 2025 dataset: a molecular structure, C2H6OS3 in a non-equilibrium geometry (ωB97M-V/def2-TZVPD).

Structure (XYZ):
```
12
C2H6OS3 | the Open Molecules 2025 dataset | ωB97M-V/def2-TZVPD
C -0.91918 -0.39607 0.79938
C 0.62021 0.08503 -0.40895
O 0.32764 -0.21781 -1.69663
S -2.50709 -0.26504 -0.07290
S 1.07325 1.78293 0.08274
S 1.72659 -1.16170 0.31947
H -0.74282 0.11146 1.62494
H -0.59104 -1.45810 0.90747
H -0.52616 0.00156 -1.89640
H -2.30355 1.07265 -0.34950
H 1.21671 1.36054 1.28912
H 2.62542 -0.91546 -0.59875
```

Output
electronic energy: -36722.055 eV
ΔE to the lowest compared entry with this formula, charge and spin: 128.90 kJ/mol
largest force on an atom: 7.32 eV/A
HOMO: -8.70 eV
frontier orbital gap: 9.249 eV


Entry from the Open Molecules 2025 dataset: 7 unconnected molecules or ions with the total composition C33H77N7O10P in a non-equilibrium geometry (ωB97M-V/def2-TZVPD).

Structure (XYZ):
```
128
C33H77N7O10P | the Open Molecules 2025 dataset | ωB97M-V/def2-TZVPD
C 0.31868 -2.40082 6.35535
C 0.10422 -0.88715 6.03493
C -0.93871 -0.58563 4.89063
C -2.13080 -1.59736 4.79730
C -1.90439 -2.80425 3.83662
C -1.68627 -2.36807 2.32190
C -1.49070 -3.69437 1.51547
N -0.73467 -3.55465 0.22892
C -0.63085 -4.94279 -0.38066
C 0.40708 -5.87323 0.35036
O -0.17935 -7.13601 0.70030
C 0.59184 -2.88219 0.35172
C 1.29494 -2.84171 -1.08237
P 2.73453 -1.65160 -0.89434
O 3.62085 -1.82021 -2.09878
O 2.09994 -0.11695 -0.71740
C 3.04209 0.92219 -1.07726
C 4.47227 0.76750 -0.47352
O 3.42684 -2.05987 0.56603
C 4.77856 -2.58433 0.42410
C 5.45074 -2.40210 1.84533
H 0.51980 -3.03570 5.46806
H -0.48272 -2.83247 7.00098
H 1.24473 -2.46227 6.98217
H 1.08600 -0.48716 5.68124
H -0.18573 -0.28862 6.92311
H -0.38909 -0.43216 3.93463
H -1.39241 0.40759 5.13308
H -3.06025 -1.07221 4.48486
H -2.34096 -2.02976 5.80590
H -2.75709 -3.53037 3.83405
H -1.00573 -3.41739 4.09291
H -0.80865 -1.69244 2.32952
H -2.60069 -1.81010 2.02059
H -2.51312 -4.04817 1.23904
H -1.07683 -4.45440 2.20576
H -1.28051 -3.01259 -0.44867
H -0.47051 -4.90587 -1.47700
H -1.62573 -5.42436 -0.23550
H 1.33367 -6.00307 -0.24687
H 0.74588 -5.43344 1.32203
H -0.49609 -6.99805 1.59780
H 1.28723 -3.37140 1.05863
H 0.50972 -1.81641 0.66182
H 0.53962 -2.45223 -1.80343
H 1.67207 -3.84248 -1.37805
H 2.63014 1.87423 -0.66748
H 3.13956 1.07093 -2.17260
H 4.47479 0.35541 0.55920
H 4.96052 1.76926 -0.41598
H 5.12958 0.13392 -1.10999
H 4.69202 -3.65502 0.13672
H 5.39775 -2.01002 -0.28906
H 4.83366 -2.97469 2.56488
H 6.49420 -2.75884 1.75608
H 5.39485 -1.31165 2.05886
C 2.56755 4.74316 0.18722
O 2.85470 4.14719 1.20917
N 1.32147 5.12885 -0.16737
C 1.05969 5.83687 -1.40917
C 0.21652 4.82543 0.72127
H 3.33236 5.02228 -0.55481
H 0.61213 6.80796 -1.18048
H 0.36861 5.25284 -2.01731
H 1.97722 5.99141 -1.96870
H 0.39245 5.29136 1.69285
H 0.14980 3.74417 0.86272
H -0.71659 5.19703 0.30194
C 1.29142 6.37924 -5.25435
O 1.57435 5.78602 -4.22897
N 0.04734 6.76894 -5.60871
C -0.20915 7.47371 -6.84907
C -1.06756 6.47429 -4.71952
H 2.05824 6.65292 -5.99681
H -0.65217 8.44668 -6.62694
H -0.90321 6.89271 -7.45924
H 0.71496 7.62297 -7.40687
H -0.88382 6.94676 -3.74978
H -1.13957 5.39674 -4.57523
H -1.98929 6.84703 -5.13509
C -1.82371 -2.15932 9.40381
O -2.16154 -3.26147 9.01898
N -1.22278 -1.89456 10.58552
C -0.84818 -0.54895 10.97351
C -0.94536 -2.99462 11.49230
H -1.98924 -1.25718 8.79172
H 0.23091 -0.50691 11.13724
H -1.36475 -0.28215 11.89796
H -1.11789 0.16620 10.19716
H -0.29362 -3.71706 10.99769
H -1.87994 -3.49343 11.75424
H -0.46280 -2.62632 12.39538
C -3.38189 5.07282 -8.20954
O -4.53083 5.45709 -8.15130
N -2.87519 4.28433 -9.18922
C -1.48915 3.86306 -9.19497
C -3.74996 3.85083 -10.26354
H -2.63940 5.34460 -7.44410
H -1.00525 4.22144 -10.10670
H -1.44201 2.77180 -9.16593
H -0.96028 4.26428 -8.33056
H -4.14981 4.72464 -10.78106
H -4.58411 3.28372 -9.84611
H -3.20207 3.22829 -10.96859
C -4.34130 5.58284 -4.15502
O -3.61377 5.64264 -5.12747
N -5.66723 5.33267 -4.19460
C -6.47517 5.27720 -2.99319
C -6.30062 5.11299 -5.48556
H -3.95917 5.73491 -3.13120
H -6.93390 4.28910 -2.91139
H -7.25871 6.03587 -3.04936
H -5.86603 5.46072 -2.10858
H -5.83521 4.25809 -5.97765
H -6.15775 5.99144 -6.11527
H -7.36506 4.92508 -5.35522
C 4.52648 -9.97499 0.51353
O 5.57656 -10.36717 0.96757
N 4.07093 -8.69813 0.60162
C 2.80237 -8.29394 0.03565
C 4.88597 -7.71132 1.28599
H 3.83667 -10.64578 -0.02346
H 2.97628 -7.50965 -0.70858
H 2.16199 -7.90735 0.82976
H 2.30516 -9.13594 -0.44379
H 5.85554 -7.63397 0.79053
H 5.04889 -8.02720 2.31809
H 4.39196 -6.74017 1.27507
```

Output
net charge: +1
electronic energy: -75658.684 eV
largest force on an atom: 2.97 eV/A
HOMO: -10.48 eV
frontier orbital gap: 7.752 eV


Entry from the Open Molecules 2025 dataset: 4 unconnected molecules or ions with the total composition C37H86BClF3N11O11P3S in a non-equilibrium geometry (ωB97M-V/def2-TZVPD).

Structure (XYZ):
```
154
C37H86BClF3N11O11P3S | the Open Molecules 2025 dataset | ωB97M-V/def2-TZVPD
C 1.09801 0.19308 3.12645
C 2.14410 0.49249 1.89610
O 1.37911 0.54256 0.63317
C 0.63911 1.80852 0.50938
O 1.35956 2.96004 0.41642
C -0.98967 1.97922 0.53445
C -1.76944 1.10985 -0.66361
C -1.40802 -0.48173 -0.60241
C -2.56341 -1.49487 -1.21068
C -2.25690 -1.57699 -2.81486
F -0.88277 -2.11167 -3.14945
F -2.26730 -0.22212 -3.48843
F -3.34199 -2.34212 -3.53779
C -4.16051 -1.01241 -1.10607
Cl -5.13404 0.19150 -2.11845
N -4.87517 -1.59418 -0.05259
B -6.27486 -1.04304 0.02214
O -7.34158 -1.78309 -0.74117
C -6.78720 0.25902 0.90027
C -8.14220 0.82764 0.10336
C -4.03457 -2.54821 0.73710
O -3.36190 -1.60285 1.69346
N -4.55370 -3.58650 1.64779
C -3.54258 -4.34775 2.44961
C -5.75635 -4.35663 1.23174
C -5.84309 -5.71343 0.30965
O -6.95454 -3.93392 1.72759
C -2.78301 -2.87435 -0.32646
C -3.08526 -4.29691 -1.06398
C -1.90591 -4.86894 -2.04575
C -2.21533 -6.50366 -2.21950
S -3.36399 -6.62351 -3.73955
O -4.65732 -5.77441 -3.58898
O -2.65720 -6.10143 -5.04855
O -3.89482 -8.24258 -4.03242
H 0.35617 -0.66208 2.79059
H 1.60910 -0.15606 4.12381
H 0.50764 1.20112 3.31855
H 2.93903 -0.38910 1.91163
H 2.76675 1.48122 2.07306
H -1.44048 1.66873 1.59575
H -1.26258 3.11662 0.29805
H -1.32141 1.52472 -1.68450
H -2.89706 1.38903 -0.55253
H -1.13980 -0.71431 0.53801
H -0.36062 -0.59823 -1.16546
H -6.93054 -2.69038 -0.96806
H -7.06958 0.01871 2.00999
H -5.98594 1.13386 0.79168
H -8.38195 1.94525 0.35701
H -9.03054 0.08248 0.30291
H -7.88665 0.75344 -1.05039
H -2.41485 -1.88345 1.85264
H -3.59897 -5.52203 2.34794
H -2.41385 -4.03445 2.24718
H -3.72629 -4.11526 3.60519
H -4.84876 -6.35540 0.46464
H -6.72859 -6.43202 0.58634
H -5.92573 -5.48601 -0.83512
H -1.70819 -3.02938 0.13741
H -3.18242 -5.11153 -0.19600
H -4.15077 -4.22676 -1.54909
H -0.85208 -4.80001 -1.54322
H -1.93700 -4.44359 -3.15087
H -2.82949 -6.94865 -1.32815
H -1.25469 -7.11487 -2.50809
H -4.85797 -8.12167 -4.35254
O 1.72932 -7.47521 -2.61000
P 2.73283 -8.17875 -3.55633
N 3.90335 -8.35611 -2.32786
C 4.57778 -7.23468 -1.69275
C 3.51372 -9.32807 -1.29900
N 2.99153 -6.81893 -4.54883
C 4.22990 -6.07841 -4.69409
C 1.86820 -5.90059 -4.73222
N 3.88644 -8.98751 -4.64421
C 3.17571 -9.97540 -5.46275
C 5.19650 -9.52376 -4.28670
H 5.35180 -7.58804 -1.01111
H 3.88812 -6.58934 -1.14213
H 5.12207 -6.63445 -2.42064
H 3.23015 -10.27633 -1.76849
H 2.66543 -8.97203 -0.70611
H 4.34297 -9.55277 -0.61845
H 4.34624 -5.32441 -3.91310
H 4.24935 -5.55095 -5.66166
H 5.11398 -6.71797 -4.70265
H 1.76924 -5.21754 -3.88121
H 0.92465 -6.45626 -4.83684
H 1.97158 -5.30558 -5.64383
H 2.90023 -10.85208 -4.86735
H 3.77789 -10.29979 -6.31790
H 2.25662 -9.54137 -5.87158
H 5.12348 -10.37163 -3.59702
H 5.84789 -8.76031 -3.85198
H 5.72735 -9.87066 -5.18194
O -2.80541 5.58359 0.92582
P -2.01743 6.81551 1.43475
N -3.38507 7.83264 1.35916
C -4.05090 8.19273 0.11705
C -4.39796 7.50965 2.37149
N -1.00884 6.93192 0.06717
C -0.98473 8.01310 -0.89901
C -0.65307 5.68559 -0.61026
N -1.11159 8.23169 2.01979
C -0.25398 7.83390 3.14111
C -1.64706 9.56419 2.28315
H -4.83531 8.92729 0.30071
H -4.48688 7.32766 -0.38974
H -3.37048 8.69945 -0.56604
H -3.93674 7.47558 3.36454
H -4.86847 6.54046 2.17872
H -5.18273 8.27337 2.41820
H -1.74255 7.88221 -1.67398
H -0.00590 8.05352 -1.40403
H -1.10969 8.99742 -0.44491
H -1.45711 5.34993 -1.27467
H -0.45756 4.88750 0.12106
H 0.26284 5.78759 -1.19887
H -0.84693 7.65872 4.04481
H 0.50779 8.59083 3.35536
H 0.28078 6.90802 2.90227
H -2.35691 9.56851 3.11741
H -2.12599 9.99612 1.39986
H -0.83781 10.26112 2.53412
O 4.69459 3.10679 2.89142
P 5.48257 4.33871 3.40035
N 4.11493 5.35584 3.32476
C 3.44910 5.71593 2.08265
C 3.10204 5.03285 4.33709
N 6.49116 4.45512 2.03277
C 6.51527 5.53630 1.06659
C 6.84693 3.20879 1.35534
N 6.38841 5.75489 3.98539
C 7.24602 5.35710 5.10671
C 5.85294 7.08739 4.24875
H 2.66469 6.45049 2.26631
H 3.01312 4.85086 1.57586
H 4.12952 6.22265 1.39956
H 3.56326 4.99878 5.33014
H 2.63153 4.06366 4.14432
H 2.31727 5.79657 4.38380
H 5.75745 5.40541 0.29162
H 7.49410 5.57672 0.56157
H 6.39031 6.52062 1.52069
H 6.04289 2.87313 0.69093
H 7.04244 2.41070 2.08666
H 7.76284 3.31079 0.76673
H 6.65307 5.18192 6.01041
H 8.00779 6.11403 5.32096
H 7.78078 4.43122 4.86787
H 5.14309 7.09171 5.08301
H 5.37401 7.51932 3.36546
H 6.66219 7.78432 4.49972
```

Output
net charge: +1
electronic energy: -138702.614 eV
largest force on an atom: 8.82 eV/A
HOMO: -9.34 eV
frontier orbital gap: 4.288 eV


Entry from the Open Molecules 2025 dataset: 3 unconnected molecules or ions with the total composition C4H17N2O2 in a non-equilibrium geometry (ωB97M-V/def2-TZVPD).

Structure (XYZ):
```
25
C4H17N2O2 | the Open Molecules 2025 dataset | ωB97M-V/def2-TZVPD
C -2.06433 1.37829 0.84841
N -0.93317 1.78538 1.67964
C -1.76921 -0.03195 0.33994
N -0.53735 0.15996 -0.55800
C -0.27425 -1.03127 -1.46887
C 1.01720 -0.74381 -2.27108
H -3.06228 1.38788 1.29634
H -2.07409 2.07449 0.00934
H -0.77403 1.17679 2.47939
H -1.12955 2.70831 2.03981
H -1.45811 -0.64964 1.17762
H -2.56271 -0.47969 -0.24845
H -0.57458 1.01397 -1.10340
H 0.19279 0.24947 0.15182
H -1.20179 -1.14354 -2.01312
H 0.02608 -1.92062 -0.93407
H 0.76454 -0.83205 -3.32634
H 1.60428 0.11698 -1.96376
H 1.75831 -1.52800 -2.08986
H 0.69538 -2.25895 0.93271
H 1.59219 -1.81522 1.86513
O 0.82384 -1.44665 1.42704
H 3.81335 0.33300 1.05184
H 3.18718 1.04717 -0.00704
O 2.94029 0.44970 0.68496
```

Output
net charge: +1
electronic energy: -11492.384 eV
ΔE to the lowest compared entry with this formula, charge and spin: 145.35 kJ/mol
largest force on an atom: 2.64 eV/A
HOMO: -13.40 eV
frontier orbital gap: 10.780 eV